This record from OMol25 describes C33H42BGaN10OS4 as an isolated structure. The level of theory is the ωB97M-V functional and the def2-TZVPD basis.

Its total energy is -5447.3612 hartree. As for the multiplicity: 1. Its total charge is +2. The calculation puts the gap between HOMO and LUMO at 5.707 eV.

Element x y z (Å)
Ga -2.0907 -0.8453 2.3147
C -4.9749 2.1366 -0.9235
C -3.5331 1.8238 -1.0583
C -2.7573 2.3713 -2.0502
C -1.3836 2.0527 -2.1121
N -0.8525 1.2517 -1.2250
N -1.5819 0.6936 -0.2725
B -0.7028 -0.2186 0.6158
N 0.4962 0.4832 1.1412
N 1.6068 -0.2361 1.1413
C 2.7355 0.2286 1.6287
C 2.8074 1.4998 2.2244
C 1.6773 2.2905 2.2344
C 1.6890 3.6610 2.8124
C 0.5139 1.7428 1.6665
S -0.9078 2.7793 1.6715
C 3.9783 -0.6017 1.4523
C 4.7922 -0.6649 2.7502
C 3.6142 -2.0153 1.0089
C 4.8098 0.0923 0.3569
N -0.4059 -1.5288 -0.1361
N 0.4844 -1.4096 -1.1133
C 0.7070 -2.3824 -1.9580
C -0.1311 -3.5239 -1.9442
C -1.0054 -3.7093 -0.9079
C -1.8791 -4.9082 -0.8203
C -1.0514 -2.6967 0.0969
S -1.9029 -3.0648 1.5445
C 1.8754 -2.3397 -2.9194
C 1.3862 -2.4716 -4.3686
C 2.7531 -3.5580 -2.5750
C 2.7084 -1.0578 -2.7795
C -2.9086 0.9213 -0.1453
S -3.8753 0.2213 1.0916
C -0.4376 2.5861 -3.1581
C 0.3374 1.3927 -3.7306
C -1.1736 3.3304 -4.2699
C 0.5414 3.5350 -2.4531
H -5.2879 2.8519 -1.6775
H -5.1806 2.5423 0.0666
H -5.5674 1.2284 -1.0238
H -3.2025 3.0420 -2.7676
H 3.7236 1.8501 2.6659
H 2.6779 3.9055 3.1906
H 0.9830 3.7436 3.6361
H 1.4058 4.4009 2.0648
H 4.1691 -0.9727 3.5865
H 5.2652 0.2843 2.9838
H 5.5838 -1.3984 2.6281
H 3.0923 -2.5352 1.8071
H 4.5138 -2.5729 0.7637
H 2.9654 -1.9758 0.1409
H 5.0445 1.1200 0.6197
H 4.2761 0.0970 -0.5886
H 5.7445 -0.4451 0.2236
H -0.0784 -4.2574 -2.7299
H -2.0238 -5.3463 -1.8049
H -2.8470 -4.6586 -0.3936
H -1.4235 -5.6633 -0.1788
H 0.8439 -3.3960 -4.5370
H 2.2463 -2.4613 -5.0321
H 0.7361 -1.6432 -4.6346
H 2.2158 -4.4933 -2.6998
H 3.1090 -3.5008 -1.5497
H 3.6127 -3.5815 -3.2389
H 2.4675 -0.3583 -3.5730
H 3.7674 -1.2892 -2.8545
H 2.5229 -0.5770 -1.8230
H -0.3214 0.7619 -4.3232
H 0.7467 0.8015 -2.9165
H 1.1420 1.7490 -4.3680
H -1.9391 2.7039 -4.7225
H -0.4665 3.6050 -5.0469
H -1.6282 4.2465 -3.9013
H 1.1043 3.0083 -1.6872
H 0.0167 4.3661 -1.9889
H 1.2352 3.9388 -3.1827
O -1.3848 0.8673 3.3565
N -1.7960 2.0290 2.9754
C -2.9552 2.5686 3.3364
C -3.7797 1.9040 4.2561
N -4.4323 1.3167 4.9944
C -3.4072 3.7417 2.7065
N -3.7931 4.6624 2.1427
S -5.1817 -1.6499 5.6061
C -3.6203 -2.1747 6.0791
C -2.7327 -1.9977 5.0707
N -3.2699 -1.4328 3.9508
C -4.5597 -1.2037 4.0980
H -3.4332 -2.5712 7.0582
H -1.6902 -2.2746 5.0809
H -5.1679 -0.7670 3.3237

Forces on atoms 1 to 6 (eV/Å):
-0.51 -0.36 -1.39
-0.21 0.02 0.02
0.51 -0.06 -0.28
-0.06 -0.36 0.49
-0.40 -0.04 0.10
0.52 0.26 -0.23